Record 1
{
  "formula": "C40H40NO2SiV",
  "method": "ωB97M-V/def2-TZVPD",
  "gap_ha": [0.2946, 0.3137],
  "spin_multiplicity": 3,
  "energy_ha": -2987.0143,
  "species": ["V", "Si", "O", "O", "N", "C", "C", "C", "C", "C", "C", "C", "C", "C", "C", "C", "C", "C", "C", "C", "C", "C", "C", "C", "C", "C", "C", "C", "C", "C", "C", "C", "C", "C", "C", "C", "C", "C", "C", "C", "C", "C", "C", "C", "C", "H", "H", "H", "H", "H", "H", "H", "H", "H", "H", "H", "H", "H", "H", "H", "H", "H", "H", "H", "H", "H", "H", "H", "H", "H", "H", "H", "H", "H", "H", "H", "H", "H", "H", "H", "H", "H", "H", "H", "H"],
  "positions_angstrom": [[-0.0592, -0.7230, -0.3763], [-0.2136, 0.3734, 2.9137], [-2.8359, 1.2178, -2.5872], [-0.4028, 0.0534, 1.3438], [-1.6546, 1.3672, -4.6443], [3.1937, -1.0163, 4.9214], [1.6721, -0.5357, -2.0168], [3.2938, 1.4788, -4.9240], [-0.2295, -2.8978, 0.3221], [0.8613, 1.4807, -4.9991], [-1.2202, 4.8502, 3.7760], [2.0725, 2.1083, -4.6763], [-0.5685, 2.1766, 3.2479], [1.8679, -0.8570, 4.4927], [-0.4157, 2.1914, -4.5998], [-1.6810, -1.7511, -2.9833], [1.5403, 0.1300, 3.5548], [-1.0968, -0.3116, -2.9820], [2.1217, -1.3347, -0.9305], [-1.3659, -0.6643, 3.9601], [2.1671, -0.5068, 0.2304], [0.0326, 2.8480, 4.3210], [4.2018, -0.1937, 4.4078], [-2.4630, -0.0675, 4.5941], [-0.9312, -2.5617, -4.0471], [-1.9917, 0.8168, -3.3992], [0.8818, 0.2728, -5.7071], [3.8832, 0.7884, 3.4664], [-0.2968, 4.1832, 4.5892], [-0.1994, -2.8538, -1.1112], [3.3131, 0.2325, -5.5693], [-3.1867, -1.8345, -3.3025], [1.7528, 0.8164, -0.1542], [1.4351, 0.7918, -1.5347], [-2.0639, -2.8269, 4.8339], [-3.1664, -2.2268, 5.4501], [-1.4851, -2.3552, 0.7341], [-1.7828, 4.1939, 2.6742], [2.1097, -0.3584, -5.9794], [-2.1870, -1.9004, -0.4099], [-3.3644, -0.8476, 5.3301], [2.5538, 0.9715, 3.0754], [-1.1764, -2.0491, 4.0807], [-1.4044, -2.2305, -1.5693], [-1.4392, 2.8662, 2.3954], [2.0373, 3.0892, -4.1929], [-3.7714, -1.0898, -2.7506], [0.7610, 2.3263, 4.9486], [-1.2482, -2.2319, -5.0471], [1.1537, 1.6573, -2.1342], [2.1203, -1.2985, -6.5388], [-2.6024, 1.0148, 4.5142], [-3.1580, -1.3936, -0.4183], [2.5690, -0.7981, 1.1994], [-0.2791, 2.5835, -3.5711], [-0.0570, -0.1689, -6.0444], [1.0823, -1.4951, 4.9032], [3.4284, -1.7884, 5.6570], [-0.5478, 3.0678, -5.2508], [5.2315, -0.3164, 4.7435], [-3.3740, -1.6918, -4.3802], [-3.5547, -2.8387, -3.0354], [-1.8879, -2.3497, 1.7382], [-1.4986, 5.8804, 4.0034], [-1.8563, 2.3638, 1.5173], [2.4729, -2.3602, -1.0016], [-1.8781, -3.8965, 4.9356], [-3.8627, -2.8323, 6.0300], [1.7622, 1.7230, 0.4474], [0.5236, -3.3214, 0.9843], [-1.1632, -3.6288, -3.9397], [-2.4925, 4.7111, 2.0281], [-0.2027, -0.2649, -3.5881], [-0.3287, -2.5318, 3.5832], [0.1708, 4.6907, 5.4362], [0.5599, -3.2916, -1.7508], [-0.8070, 0.0269, -1.9287], [-4.2167, -0.3674, 5.8128], [4.2258, 1.9723, -4.6266], [4.6572, 1.4210, 3.0336], [4.2725, -0.2591, -5.7759], [-2.4376, 1.8639, -5.0731], [2.3118, 1.7770, 2.3792], [1.6570, -0.8242, -3.0655], [0.1554, -2.4351, -3.9931]],
  "forces_ev_per_a": [[1.756, -1.682, 2.265], [0.084, 0.081, -0.501], [0.773, -0.309, -2.321], [-0.356, 0.522, 0.389], [-0.611, 0.632, -0.486], [-0.117, 0.121, -0.081], [0.244, 0.289, 0.348], [-0.194, -0.039, -0.226], [-1.013, -0.041, -0.096], [0.364, -0.094, -0.464], [0.051, -0.264, -0.030], [0.010, -0.385, 0.114], [0.154, 0.043, -0.285], [0.534, 0.115, -0.018], [-0.126, -0.085, 0.169], [-0.035, 0.083, 0.067], [-0.058, -0.125, 0.021], [-0.184, 1.121, 0.357], [0.511, 1.192, 0.055], [-0.056, -0.041, -0.038], [0.231, 0.252, -0.603], [-0.373, 0.434, -0.029], [-0.241, -0.170, -0.041], [-0.091, -0.421, 0.189], [-0.013, -0.244, -0.017], [-0.806, 0.152, 2.056], [0.487, 0.072, 0.105], [-0.336, 0.081, 0.055], [0.006, -0.231, -0.110], [-0.920, -0.140, -0.044], [-0.104, 0.083, -0.005], [-0.130, -0.105, 0.073], [0.325, -0.469, -0.755], [0.469, -0.206, 0.375], [0.177, 0.205, -0.163], [0.165, 0.212, -0.087], [0.300, -0.378, -0.826], [0.136, -0.072, 0.065], [-0.069, 0.414, 0.051], [0.317, 0.015, -0.452], [0.146, 0.009, -0.096], [0.466, -0.250, 0.229], [-0.482, -0.117, 0.365], [0.349, -0.268, 0.681], [-0.115, 0.474, 0.331], [0.119, -0.320, -0.051], [0.133, -0.208, -0.074], [-0.275, 0.183, -0.143], [0.088, -0.098, 0.238], [0.010, -0.392, 0.255], [0.012, 0.314, 0.253], [-0.036, -0.379, 0.055], [0.528, -0.249, 0.041], [-0.434, 0.057, -0.289], [-0.079, -0.020, -0.472], [0.245, 0.074, 0.203], [0.364, 0.202, -0.082], [0.005, 0.256, -0.189], [-0.141, -0.289, 0.170], [-0.235, -0.004, -0.109], [0.122, 0.069, 0.364], [0.111, 0.340, -0.096], [0.322, 0.364, -0.115], [0.086, -0.264, -0.103], [0.098, 0.117, 0.326], [-0.260, 0.270, 0.136], [-0.158, 0.228, -0.005], [0.158, 0.152, -0.131], [-0.329, -0.510, -0.071], [-0.205, 0.123, -0.274], [0.033, 0.170, -0.108], [0.190, -0.049, 0.167], [0.025, -0.151, 0.091], [-0.289, 0.126, 0.157], [-0.186, -0.080, -0.274], [-0.172, 0.253, 0.185], [-0.822, -0.117, -1.913], [0.190, -0.186, -0.100], [-0.373, -0.268, -0.149], [-0.099, -0.109, 0.205], [-0.485, 0.198, 0.111], [0.348, 0.095, 0.474], [0.078, -0.239, 0.253], [-0.181, -0.080, 0.375], [-0.129, -0.044, 0.106]]
}

Record 2
{
  "formula": "C4H10N2S2",
  "method": "ωB97M-V/def2-TZVPD",
  "de_lowest_kj_mol": 74.6,
  "gap_ha": 0.3592,
  "energy_ha": -1064.2688,
  "species": ["S", "S", "N", "N", "C", "C", "C", "C", "H", "H", "H", "H", "H", "H", "H", "H", "H", "H"],
  "positions_angstrom": [[-1.1047, 1.2408, 1.0692], [2.6685, -0.4707, 1.9818], [-0.2714, -0.6297, 2.7545], [1.3869, 0.5967, 1.5608], [0.0895, 0.2830, 1.9737], [-0.8054, -0.4813, -1.1298], [-0.5379, 0.9699, -0.6734], [-0.4536, -0.6443, -2.5928], [-1.8388, -0.7545, -1.0371], [-1.2850, -0.7332, 2.7087], [2.4445, -0.5375, 3.3062], [-1.0890, 1.6988, -1.2749], [-1.0309, 0.0568, -3.1931], [0.5157, 1.1268, -0.7486], [0.6384, -0.5055, -2.7826], [-0.7032, -1.5835, -3.0211], [1.5716, 1.5549, 1.6297], [-0.1952, -1.1876, -0.5312]],
  "forces_ev_per_a": [[-0.146, 0.653, -0.695], [-0.281, 0.389, -0.006], [0.435, -0.424, 0.495], [-0.150, -2.266, 0.819], [-0.412, 0.155, -1.386], [0.747, 0.049, -0.056], [-0.988, -1.100, 0.524], [1.097, 0.885, -0.422], [-0.620, -0.009, 0.487], [0.233, 0.008, 0.158], [0.061, -0.028, 0.035], [0.103, -0.114, 0.083], [0.193, 0.371, -0.084], [0.629, 0.511, 0.034], [-0.786, 0.141, 0.087], [-0.234, -1.163, 0.032], [0.506, 1.525, -0.026], [-0.387, 0.417, -0.079]]
}